Formula: C6H25NO7
Source: the Open Molecules 2025 dataset
Level of theory: the ωB97M-V functional and the def2-TZVPD basis

Computed properties:
SMILES: C=CCN/C=C/C.O.O.O.O.O.O.O
Kohn-Sham gap, eV: 8.55
Energy relative to the best compared isomer or geometry (same formula, charge and spin), eV: 6.423
Lowest unoccupied orbital energy, eV: 0.45
Max |F|, hartree/bohr: 0.1756

```
! wB97M-V def2-TZVPD RIJCOSX def2/J DEFGRID3
* xyz 0 1
C -1.141 -0.107 -3.435
C -2.061 0.093 -2.498
C -2.671 -0.886 -1.390
N -2.243 -0.598 0.017
C -2.152 0.658 0.559
C -2.098 0.816 1.840
C -1.763 2.183 2.430
H -0.589 -1.013 -3.776
H -0.732 0.652 -4.019
H -2.892 1.052 -2.558
H -3.728 -0.836 -1.576
H -1.946 -1.820 -1.553
H -2.499 -1.416 0.664
H -2.120 1.542 -0.167
H -2.292 0.206 2.726
H -2.696 2.599 3.074
H -1.033 2.171 3.247
H -1.850 3.073 1.700
O 0.124 -0.595 2.577
H -0.628 -0.485 3.173
H -0.056 -0.564 1.624
O 0.236 2.431 -1.060
H 0.670 1.605 -1.256
H -0.639 2.343 -1.489
O 2.446 -0.466 1.049
H 2.239 -0.407 2.011
H 2.779 0.520 0.871
O 2.361 2.230 0.613
H 2.840 2.727 -0.084
H 1.499 2.470 0.444
O 1.156 -0.140 -1.942
H 1.633 -0.842 -2.351
H 0.834 -0.478 -1.234
O 2.940 -2.347 -1.090
H 2.362 -2.784 -0.348
H 3.155 -1.449 -0.741
O 1.861 -3.130 1.459
H 1.136 -2.569 1.822
H 2.581 -2.521 1.807
*
```


Formula: C8H9NS2
Source: the Open Molecules 2025 dataset
Level of theory: the ωB97M-V functional and the def2-TZVPD basis

Computed properties:
Kohn-Sham gap (spin up / spin down), eV: 6.22 / 6.22
Energy relative to the best compared isomer or geometry (same formula, charge and spin), eV: 3.989
Lowest unoccupied orbital energy (spin up / spin down), eV: -0.73 / -0.72
Max |F|, hartree/bohr: 0.0872

```
! wB97M-V def2-TZVPD RIJCOSX def2/J DEFGRID3
* xyz 0 1
C 1.527 -2.262 -1.196
C 0.710 -2.920 -0.347
C 1.583 -0.876 -1.273
C -0.197 -2.171 0.505
C 0.823 -0.112 -0.302
C -0.053 -0.824 0.571
C -1.341 1.614 0.769
C -1.315 3.005 1.229
N 0.653 1.154 -0.550
S -0.801 0.362 1.751
S -2.076 1.196 -0.780
H 2.224 -2.876 -1.923
H 0.790 -4.002 -0.276
H 2.292 -0.303 -1.825
H -0.898 -2.824 1.144
H -1.164 3.165 2.326
H -2.195 3.491 1.033
H -0.450 3.549 0.727
H 1.357 1.787 -0.898
H -1.468 -0.152 -0.684
*
```


Formula: C40H55BMgN7SeSi4
Source: the Open Molecules 2025 dataset
Level of theory: the ωB97M-V functional and the def2-TZVPD basis

Computed properties:
Kohn-Sham gap, eV: 3.88
Lowest unoccupied orbital energy, eV: 1.65
Max |F|, hartree/bohr: 0.0691

```
! wB97M-V def2-TZVPD RIJCOSX def2/J DEFGRID3
* xyz -1 1
Mg 1.835 -2.125 0.219
C 4.615 -6.381 2.038
C 3.819 -5.139 2.230
C 3.599 -4.399 3.432
C 2.739 -3.315 3.015
N 2.666 -3.301 1.662
N 3.194 -4.584 1.179
B 2.122 -5.308 0.207
N 0.610 -4.942 0.422
N 0.240 -3.504 0.344
C -1.129 -3.506 0.352
C -1.629 -4.824 0.440
C -0.497 -5.647 0.411
C -0.573 -7.134 0.184
C -2.007 -2.409 0.056
C -1.575 -1.099 0.186
C -2.425 -0.027 -0.145
C -3.640 -0.292 -0.733
C -4.112 -1.617 -0.841
C -3.296 -2.669 -0.466
N 2.484 -4.706 -1.228
N 2.399 -3.324 -1.458
C 2.716 -3.142 -2.777
C 3.236 -4.377 -3.293
C 2.957 -5.354 -2.263
C 3.187 -6.851 -2.370
C 2.568 -1.864 -3.464
C 1.496 -1.087 -3.003
C 1.167 0.028 -3.690
C 1.986 0.445 -4.781
C 3.032 -0.299 -5.241
C 3.246 -1.525 -4.635
C 2.043 -2.322 3.817
C 2.446 -1.974 5.151
C 1.691 -1.087 5.877
C 0.491 -0.534 5.340
C 0.071 -0.953 4.095
C 0.860 -1.734 3.284
H 4.931 -6.406 0.942
H 3.912 -7.214 2.312
H 5.493 -6.441 2.663
H 4.022 -4.584 4.418
H 2.428 -6.456 0.320
H -2.628 -5.213 0.287
H -0.465 -7.613 1.189
H 0.227 -7.486 -0.500
H -1.550 -7.308 -0.287
H -0.514 -0.874 0.442
H -2.070 0.948 0.161
H -4.174 0.581 -1.088
H -5.088 -1.881 -1.249
H -3.556 -3.751 -0.638
H 3.821 -4.568 -4.216
H 2.378 -7.086 -3.057
H 3.115 -7.361 -1.381
H 4.168 -7.043 -2.890
H 0.917 -1.493 -2.156
H 0.329 0.610 -3.319
H 1.799 1.425 -5.198
H 3.630 0.040 -6.101
H 3.961 -2.224 -5.062
H 3.405 -2.351 5.598
H 1.972 -0.742 6.860
H -0.142 0.087 5.951
H -0.898 -0.598 3.761
H 0.512 -1.905 2.277
C -4.352 3.784 2.519
Si -3.557 5.147 1.570
C -4.998 6.240 1.139
C -2.425 6.088 2.849
Si -2.223 4.301 -0.120
Si -2.920 5.158 -2.109
C -2.093 4.362 -3.639
C -2.475 7.042 -2.220
C -4.736 4.980 -2.509
Si 0.185 4.638 0.134
C 0.803 6.398 0.245
C 0.914 4.052 1.730
C 1.002 3.616 -1.319
H -5.354 3.642 2.040
H -4.450 3.885 3.659
H -3.761 2.837 2.390
H -5.372 6.549 2.123
H -5.757 5.819 0.463
H -4.612 7.221 0.748
H -2.039 7.078 2.469
H -1.533 5.493 3.163
H -3.056 6.221 3.706
H -2.660 4.575 -4.522
H -1.971 3.258 -3.556
H -1.164 4.882 -3.840
H -1.401 7.184 -2.229
H -2.874 7.562 -1.328
H -2.986 7.432 -3.105
H -4.990 3.946 -2.785
H -4.920 5.489 -3.486
H -5.345 5.326 -1.666
H 1.851 6.434 -0.061
H 0.808 6.616 1.342
H 0.243 7.197 -0.313
H 0.507 4.502 2.679
H 2.014 4.113 1.778
H 0.672 2.945 1.800
H 0.750 4.259 -2.224
H 0.425 2.672 -1.461
H 2.065 3.597 -1.193
Se 3.831 2.557 0.604
C 2.999 0.861 0.542
N 2.392 -0.172 0.403
*
```


Copy entry 1 word for word.
Formula: C6H25NO7
Source: the Open Molecules 2025 dataset
Level of theory: the ωB97M-V functional and the def2-TZVPD basis

Computed properties:
SMILES: C=CCN/C=C/C.O.O.O.O.O.O.O
Kohn-Sham gap, eV: 8.55
Energy relative to the best compared isomer or geometry (same formula, charge and spin), eV: 6.423
Lowest unoccupied orbital energy, eV: 0.45
Max |F|, hartree/bohr: 0.1756

```
! wB97M-V def2-TZVPD RIJCOSX def2/J DEFGRID3
* xyz 0 1
C -1.141 -0.107 -3.435
C -2.061 0.093 -2.498
C -2.671 -0.886 -1.390
N -2.243 -0.598 0.017
C -2.152 0.658 0.559
C -2.098 0.816 1.840
C -1.763 2.183 2.430
H -0.589 -1.013 -3.776
H -0.732 0.652 -4.019
H -2.892 1.052 -2.558
H -3.728 -0.836 -1.576
H -1.946 -1.820 -1.553
H -2.499 -1.416 0.664
H -2.120 1.542 -0.167
H -2.292 0.206 2.726
H -2.696 2.599 3.074
H -1.033 2.171 3.247
H -1.850 3.073 1.700
O 0.124 -0.595 2.577
H -0.628 -0.485 3.173
H -0.056 -0.564 1.624
O 0.236 2.431 -1.060
H 0.670 1.605 -1.256
H -0.639 2.343 -1.489
O 2.446 -0.466 1.049
H 2.239 -0.407 2.011
H 2.779 0.520 0.871
O 2.361 2.230 0.613
H 2.840 2.727 -0.084
H 1.499 2.470 0.444
O 1.156 -0.140 -1.942
H 1.633 -0.842 -2.351
H 0.834 -0.478 -1.234
O 2.940 -2.347 -1.090
H 2.362 -2.784 -0.348
H 3.155 -1.449 -0.741
O 1.861 -3.130 1.459
H 1.136 -2.569 1.822
H 2.581 -2.521 1.807
*
```


- What is the max |F| in the first record?
  0.1756 hartree/bohr